{
  "formula": "C46H104N4O8",
  "method": "the ωB97M-V functional and the def2-TZVPD basis",
  "charge": 0,
  "homo_ev": -8.02,
  "smiles": "CC1(C)CCCC(C)(C)N1O.CC1(C)CCCC(C)(C)N1O.CC1(C)CCCC(C)(C)N1O.CC1(C)CCCC(C)(C)N1O.CC(C)O.CC(C)O.CC(C)O.CO",
  "orbital_gap_ev": 8.505,
  "spin_multiplicity": 1,
  "species": ["C", "C", "C", "C", "C", "C", "C", "C", "C", "N", "O", "H", "H", "H", "H", "H", "H", "H", "H", "H", "H", "H", "H", "H", "H", "H", "H", "H", "H", "H", "C", "C", "C", "C", "C", "C", "C", "C", "C", "N", "O", "H", "H", "H", "H", "H", "H", "H", "H", "H", "H", "H", "H", "H", "H", "H", "H", "H", "H", "H", "C", "C", "C", "C", "C", "C", "C", "C", "C", "N", "O", "H", "H", "H", "H", "H", "H", "H", "H", "H", "H", "H", "H", "H", "H", "H", "H", "H", "H", "H", "C", "C", "C", "C", "C", "C", "C", "C", "C", "N", "O", "H", "H", "H", "H", "H", "H", "H", "H", "H", "H", "H", "H", "H", "H", "H", "H", "H", "H", "H", "C", "C", "C", "O", "H", "H", "H", "H", "H", "H", "H", "H", "C", "C", "C", "O", "H", "H", "H", "H", "H", "H", "H", "H", "C", "C", "C", "O", "H", "H", "H", "H", "H", "H", "H", "H", "C", "O", "H", "H", "H", "H"],
  "xyz": [[-15.68, 4.30, 21.04], [-14.40, 4.15, 21.85], [-13.26, 4.18, 20.84], [-14.22, 5.37, 22.79], [-15.29, 5.18, 23.97], [-15.09, 3.85, 24.72], [-15.14, 2.69, 23.76], [-14.69, 1.48, 24.50], [-16.56, 2.46, 23.37], [-14.22, 2.94, 22.63], [-14.15, 1.78, 21.76], [-16.17, 3.38, 20.82], [-16.48, 4.89, 21.49], [-15.46, 4.75, 20.08], [-13.12, 5.12, 20.36], [-12.30, 4.04, 21.41], [-13.29, 3.42, 20.01], [-13.16, 5.46, 23.10], [-14.51, 6.15, 22.12], [-15.12, 6.08, 24.60], [-16.26, 5.25, 23.48], [-15.80, 3.75, 25.51], [-14.15, 3.92, 25.27], [-13.64, 1.54, 24.58], [-14.87, 0.46, 24.12], [-15.15, 1.43, 25.46], [-17.10, 3.27, 23.11], [-17.10, 1.88, 24.16], [-16.57, 1.76, 22.57], [-13.35, 1.28, 22.01], [-7.57, 9.23, 18.16], [-7.69, 8.74, 16.76], [-8.91, 9.52, 16.23], [-6.44, 9.05, 15.90], [-5.19, 8.33, 16.21], [-5.46, 6.85, 16.18], [-6.71, 6.36, 16.98], [-7.07, 5.00, 16.58], [-6.41, 6.33, 18.52], [-7.86, 7.28, 16.62], [-8.99, 6.88, 17.42], [-6.72, 9.04, 18.77], [-7.68, 10.36, 18.09], [-8.43, 8.97, 18.75], [-9.22, 9.05, 15.29], [-9.72, 9.60, 16.97], [-8.54, 10.54, 16.09], [-6.73, 8.91, 14.83], [-6.44, 10.15, 15.97], [-4.47, 8.49, 15.40], [-4.68, 8.65, 17.16], [-4.57, 6.17, 16.44], [-5.64, 6.59, 15.12], [-7.60, 4.55, 17.43], [-6.19, 4.52, 16.32], [-7.67, 4.92, 15.64], [-5.60, 5.57, 18.70], [-7.23, 5.93, 19.07], [-6.04, 7.34, 18.83], [-9.72, 6.76, 16.80], [-4.90, -0.87, 16.03], [-6.02, -0.03, 16.71], [-5.93, 1.43, 16.24], [-7.41, -0.65, 16.27], [-8.59, -0.07, 17.02], [-8.34, -0.25, 18.51], [-7.03, 0.34, 19.00], [-7.22, 1.94, 18.96], [-6.79, -0.12, 20.42], [-5.91, -0.20, 18.16], [-4.65, 0.32, 18.57], [-3.91, -0.53, 16.17], [-4.88, -1.90, 16.41], [-5.01, -0.87, 14.95], [-6.89, 1.93, 16.51], [-5.10, 1.97, 16.66], [-5.90, 1.41, 15.15], [-7.55, -0.46, 15.21], [-7.44, -1.73, 16.38], [-8.80, 0.92, 16.70], [-9.40, -0.71, 16.70], [-8.41, -1.28, 18.78], [-9.17, 0.37, 18.95], [-6.27, 2.38, 18.83], [-7.57, 2.28, 19.92], [-7.93, 2.38, 18.23], [-6.11, 0.50, 20.92], [-6.46, -1.14, 20.44], [-7.75, -0.04, 20.93], [-4.47, -0.15, 19.43], [-11.67, 1.78, 15.55], [-12.95, 2.56, 15.35], [-12.54, 4.05, 15.42], [-13.56, 2.29, 13.98], [-14.95, 2.84, 13.73], [-15.88, 2.46, 14.86], [-15.34, 2.83, 16.26], [-15.47, 4.37, 16.41], [-16.27, 2.32, 17.35], [-13.96, 2.23, 16.38], [-13.36, 2.47, 17.65], [-11.16, 2.23, 16.39], [-11.82, 0.73, 15.66], [-11.09, 1.82, 14.65], [-13.27, 4.61, 14.89], [-12.44, 4.43, 16.43], [-11.56, 4.21, 15.01], [-12.97, 2.55, 13.14], [-13.70, 1.23, 13.96], [-14.86, 3.93, 13.66], [-15.27, 2.43, 12.75], [-16.23, 1.40, 14.83], [-16.76, 3.05, 14.71], [-14.98, 4.67, 17.32], [-16.50, 4.79, 16.43], [-15.05, 4.95, 15.64], [-16.19, 1.22, 17.45], [-17.29, 2.63, 17.21], [-15.93, 2.63, 18.40], [-13.31, 1.55, 17.97], [-3.77, 4.11, 21.85], [-4.04, 3.09, 20.75], [-3.21, 3.17, 19.49], [-3.92, 1.79, 21.39], [-4.41, 3.80, 22.66], [-3.95, 5.14, 21.48], [-2.72, 3.98, 22.16], [-5.10, 3.21, 20.57], [-3.61, 4.03, 18.90], [-3.37, 2.10, 18.99], [-2.15, 3.36, 19.78], [-3.05, 1.42, 21.32], [-11.76, 8.09, 19.70], [-10.65, 7.86, 20.77], [-11.20, 7.26, 22.03], [-9.58, 7.01, 20.41], [-12.59, 8.68, 20.15], [-12.17, 7.12, 19.41], [-11.38, 8.62, 18.79], [-10.20, 8.91, 21.00], [-11.97, 7.89, 22.35], [-10.37, 7.17, 22.74], [-11.65, 6.33, 21.79], [-9.20, 7.25, 19.61], [-9.12, 2.43, 23.78], [-10.34, 2.75, 22.87], [-10.42, 1.79, 21.69], [-11.49, 2.62, 23.77], [-9.00, 3.07, 24.67], [-8.25, 2.51, 23.13], [-9.10, 1.39, 24.09], [-10.15, 3.77, 22.58], [-10.61, 0.85, 22.14], [-9.50, 1.90, 21.05], [-11.25, 2.05, 21.03], [-12.30, 2.96, 23.38], [-10.23, 3.82, 18.97], [-9.33, 4.10, 20.01], [-11.20, 3.46, 19.34], [-10.34, 4.74, 18.40], [-9.92, 3.01, 18.30], [-9.50, 5.02, 20.22]],
  "lowdin_charge": [-0.0251, -0.5180, -0.0468, -0.0943, -0.1245, -0.1266, -0.5406, -0.0427, -0.0279, -0.0840, -0.0094, 0.0684, 0.0790, 0.0744, 0.0602, 0.0792, 0.0815, 0.1146, 0.1088, 0.1114, 0.0903, 0.1137, 0.1255, 0.0680, 0.1035, 0.0825, 0.0367, 0.1125, 0.0783, 0.1013, -0.0453, -0.5355, -0.0314, -0.1544, -0.2043, -0.1396, -0.4966, -0.0529, 0.0030, -0.0519, -0.0489, 0.0583, 0.1144, 0.0621, 0.0954, 0.0745, 0.0829, 0.1386, 0.1203, 0.1164, 0.1315, 0.1447, 0.1266, 0.0809, 0.0509, 0.1167, 0.0848, 0.0571, 0.0752, 0.1034, -0.0358, -0.4798, -0.0278, -0.1249, -0.1984, -0.1347, -0.4443, -0.0095, -0.0264, -0.0904, -0.0562, 0.0548, 0.0847, 0.0776, 0.0615, 0.0751, 0.0891, 0.1163, 0.1162, 0.0800, 0.1094, 0.1175, 0.1275, 0.0470, 0.0587, 0.0500, 0.0453, 0.0917, 0.0832, 0.1167, -0.0350, -0.5006, -0.0199, -0.1499, -0.1891, -0.1406, -0.4757, -0.0454, -0.0473, -0.0602, -0.0439, 0.0637, 0.0808, 0.0833, 0.0506, 0.0770, 0.0777, 0.1154, 0.1146, 0.1057, 0.1284, 0.1319, 0.1073, 0.0740, 0.1023, 0.0377, 0.0882, 0.0774, 0.0913, 0.1198, -0.0559, -0.5161, -0.0526, -0.0710, 0.0713, 0.0851, 0.0826, 0.1099, 0.0764, 0.1041, 0.0885, 0.0800, -0.0331, -0.4686, -0.0519, -0.0441, 0.0879, 0.0623, 0.0711, 0.1599, 0.0645, 0.1048, 0.0385, 0.0013, -0.0479, -0.4427, -0.0533, -0.0742, 0.0790, 0.0707, 0.0701, 0.1100, 0.0766, 0.0768, 0.0513, 0.0194, -0.1572, -0.1198, 0.0490, 0.0758, 0.0642, 0.0366]
}


{
  "formula": "C42H99N3O15P5S2",
  "method": "the ωB97M-V functional and the def2-TZVPD basis",
  "charge": 1,
  "homo_ev": -11.20,
  "orbital_gap_ev": 8.393,
  "spin_multiplicity": 1,
  "species": ["C", "C", "C", "C", "C", "C", "C", "C", "C", "C", "C", "C", "C", "C", "N", "C", "N", "P", "N", "C", "C", "C", "C", "S", "O", "O", "O", "C", "C", "C", "C", "C", "P", "S", "H", "H", "H", "H", "H", "H", "H", "H", "H", "H", "H", "H", "H", "H", "H", "H", "H", "H", "H", "H", "H", "H", "H", "H", "H", "H", "H", "H", "H", "H", "H", "H", "H", "H", "H", "H", "H", "H", "H", "H", "H", "H", "H", "H", "H", "H", "H", "H", "H", "H", "H", "H", "H", "H", "O", "P", "O", "C", "C", "O", "C", "C", "O", "C", "C", "H", "H", "H", "H", "H", "H", "H", "H", "H", "H", "H", "H", "H", "H", "H", "O", "P", "O", "C", "C", "O", "C", "C", "O", "C", "C", "H", "H", "H", "H", "H", "H", "H", "H", "H", "H", "H", "H", "H", "H", "H", "O", "P", "O", "C", "C", "O", "C", "C", "O", "C", "C", "H", "H", "H", "H", "H", "H", "H", "H", "H", "H", "H", "H", "H", "H", "H"],
  "xyz": [[-2.32, -2.65, 3.31], [-3.48, -2.35, 2.36], [-3.01, -1.67, 1.07], [-4.07, -1.64, -0.06], [-3.66, -2.45, -1.31], [-3.65, -1.62, -2.59], [-3.23, -2.46, -3.83], [-2.22, -1.73, -4.75], [-0.90, -2.49, -5.03], [0.25, -2.11, -4.08], [-0.08, -2.64, -2.67], [1.03, -2.32, -1.63], [1.35, -3.56, -0.76], [0.12, -4.46, -0.47], [0.08, -5.62, -1.37], [1.86, -3.13, 0.63], [2.69, -1.87, 0.57], [4.19, -2.28, -0.39], [4.31, -1.66, -1.80], [1.86, -0.64, 0.22], [2.61, 0.55, -0.36], [4.02, 0.87, 0.19], [4.27, 2.37, 0.37], [5.81, 2.67, 1.19], [6.07, 4.07, 1.08], [5.83, 2.16, 2.52], [6.94, 1.95, 0.34], [1.12, -0.26, 1.56], [1.76, 0.80, 2.50], [1.24, 0.44, 3.92], [1.27, 2.24, 2.25], [0.67, -1.08, -0.73], [-0.08, 0.31, -1.67], [-1.15, 1.52, -0.57], [-2.66, -2.76, 4.33], [-1.82, -3.59, 3.05], [-1.55, -1.87, 3.29], [-4.00, -3.29, 2.16], [-4.17, -1.69, 2.89], [-2.10, -2.18, 0.75], [-2.71, -0.65, 1.33], [-4.29, -0.60, -0.28], [-4.98, -2.09, 0.35], [-4.31, -3.32, -1.43], [-2.66, -2.86, -1.12], [-2.95, -0.79, -2.47], [-4.64, -1.18, -2.72], [-4.15, -2.64, -4.39], [-2.87, -3.45, -3.52], [-2.70, -1.64, -5.73], [-2.05, -0.71, -4.41], [-1.09, -3.56, -4.95], [-0.60, -2.26, -6.05], [0.41, -1.03, -4.10], [1.16, -2.62, -4.41], [-1.03, -2.24, -2.31], [-0.15, -3.71, -2.82], [1.88, -2.00, -2.24], [2.13, -4.16, -1.23], [0.23, -4.84, 0.55], [-0.80, -3.88, -0.53], [-0.77, -5.60, -1.91], [0.16, -6.48, -0.86], [1.02, -3.02, 1.31], [2.52, -3.89, 1.03], [2.99, -1.73, 1.54], [5.25, -1.94, 0.47], [4.18, -3.68, -0.44], [5.14, -1.08, -1.87], [2.72, 0.41, -1.43], [2.00, 1.45, -0.26], [4.29, 0.31, 1.09], [4.74, 0.55, -0.56], [4.38, 2.80, -0.62], [3.46, 2.89, 0.87], [7.22, 1.14, 0.81], [1.01, -1.16, 2.17], [0.11, 0.07, 1.34], [2.84, 0.74, 2.59], [0.15, 0.44, 3.86], [1.50, 1.22, 4.63], [1.56, -0.55, 4.24], [2.05, 2.97, 2.47], [0.47, 2.47, 2.95], [0.84, 2.39, 1.26], [-0.15, -1.44, -0.10], [0.90, 1.04, -2.36], [-0.90, -0.20, -2.67], [7.54, -3.43, -5.72], [6.45, -4.35, -6.09], [6.26, -4.35, -7.68], [7.35, -4.10, -8.58], [7.93, -5.38, -9.12], [5.10, -3.61, -5.60], [5.14, -2.43, -4.79], [4.99, -1.19, -5.65], [5.81, -5.77, -5.75], [6.48, -6.98, -6.15], [7.87, -7.10, -5.57], [8.12, -3.50, -8.10], [6.94, -3.50, -9.40], [8.37, -5.98, -8.32], [8.71, -5.17, -9.85], [7.16, -5.98, -9.61], [6.06, -2.39, -4.20], [4.31, -2.50, -4.09], [5.76, -1.15, -6.42], [5.04, -0.29, -5.04], [4.03, -1.21, -6.17], [6.50, -7.04, -7.24], [5.86, -7.80, -5.80], [8.51, -6.27, -5.90], [8.34, -8.03, -5.88], [7.83, -7.07, -4.48], [0.36, 5.99, 4.62], [0.20, 7.46, 4.51], [-0.50, 7.80, 3.10], [-1.39, 6.90, 2.45], [-2.84, 7.27, 2.71], [1.69, 8.03, 4.29], [2.85, 7.22, 4.45], [3.32, 6.70, 3.11], [-0.21, 8.77, 5.32], [-1.58, 9.00, 5.69], [-2.15, 7.89, 6.55], [-1.21, 5.87, 2.75], [-1.18, 6.97, 1.38], [-3.08, 7.19, 3.78], [-3.51, 6.62, 2.16], [-3.03, 8.31, 2.42], [2.66, 6.40, 5.14], [3.62, 7.85, 4.90], [2.54, 6.13, 2.61], [4.20, 6.05, 3.23], [3.59, 7.52, 2.45], [-2.18, 9.15, 4.79], [-1.59, 9.94, 6.24], [-2.13, 6.93, 6.03], [-3.18, 8.11, 6.83], [-1.56, 7.77, 7.46], [-8.23, 2.70, 3.36], [-7.87, 1.35, 2.92], [-7.08, 0.59, 4.10], [-7.32, 0.90, 5.48], [-8.26, -0.09, 6.12], [-6.71, 1.55, 1.82], [-6.37, 2.84, 1.31], [-5.18, 3.41, 2.05], [-8.42, 0.07, 2.13], [-9.44, -0.76, 2.72], [-10.71, 0.00, 3.02], [-7.69, 1.92, 5.60], [-6.35, 0.86, 5.98], [-9.25, -0.04, 5.66], [-8.38, 0.13, 7.19], [-7.89, -1.11, 6.01], [-7.22, 3.52, 1.36], [-6.13, 2.70, 0.26], [-5.37, 3.47, 3.12], [-4.93, 4.40, 1.68], [-4.31, 2.75, 1.92], [-9.04, -1.25, 3.61], [-9.64, -1.54, 1.99], [-10.52, 0.81, 3.74], [-11.46, -0.66, 3.44], [-11.11, 0.46, 2.12]],
  "lowdin_charge": [-0.1129, -0.2563, -0.2258, -0.1702, -0.2053, -0.2024, -0.1860, -0.1873, -0.1880, -0.1974, -0.1833, -0.2497, -0.2495, -0.2189, 0.0241, -0.1435, -0.1121, 0.8614, -0.2041, -0.3574, -0.1654, -0.2358, -0.2102, 0.5685, -0.2538, -0.2737, -0.1326, -0.1179, -0.3740, -0.0721, -0.0617, -0.3301, 0.4785, 0.2243, 0.0707, 0.0628, 0.0526, 0.1101, 0.1108, 0.0746, 0.0915, 0.1069, 0.1070, 0.1170, 0.0669, 0.0747, 0.1193, 0.1077, 0.0986, 0.1056, 0.0938, 0.1119, 0.1098, 0.0912, 0.1193, 0.0750, 0.1057, 0.1086, 0.1299, 0.1172, 0.0992, 0.0700, 0.0747, 0.1250, 0.1272, 0.1543, 0.0370, 0.0441, 0.0191, 0.0951, 0.0966, 0.0881, 0.0779, 0.1276, 0.0968, 0.1006, 0.1021, 0.0750, 0.1186, 0.0845, 0.0905, 0.0776, 0.0777, 0.0861, 0.0230, 0.0984, 0.0049, -0.0405, -0.2266, 0.4593, -0.1746, -0.2676, -0.0722, -0.1958, -0.3155, -0.0665, -0.1697, -0.2583, -0.0788, 0.1087, 0.1203, 0.0620, 0.0828, 0.0820, 0.0963, 0.0711, 0.0785, 0.0707, 0.0758, 0.1049, 0.1209, 0.0669, 0.0862, 0.0834, -0.2388, 0.4616, -0.1744, -0.2748, -0.0676, -0.1901, -0.2821, -0.0724, -0.1620, -0.2572, -0.0790, 0.1030, 0.1191, 0.0641, 0.0663, 0.0834, 0.1041, 0.1188, 0.0671, 0.0748, 0.0797, 0.1035, 0.1227, 0.0650, 0.0848, 0.0856, -0.2219, 0.4625, -0.1837, -0.2737, -0.0737, -0.2007, -0.2817, -0.0694, -0.1692, -0.2609, -0.0772, 0.1086, 0.1177, 0.0626, 0.0817, 0.0797, 0.1072, 0.1159, 0.0780, 0.0658, 0.0708, 0.1026, 0.1207, 0.0672, 0.0855, 0.0865]
}


{
  "formula": "C10H7Cl2F3",
  "method": "the ωB97M-V functional and the def2-TZVPD basis",
  "charge": 0,
  "homo_ev": [-7.97, -9.31],
  "orbital_gap_ev": [6.556, 8.102],
  "spin_multiplicity": 1,
  "species": ["C", "C", "C", "C", "C", "C", "C", "C", "C", "C", "F", "F", "F", "Cl", "Cl", "H", "H", "H", "H", "H", "H", "H"],
  "xyz": [[-0.15, -2.28, 0.78], [0.32, -1.91, -0.44], [-0.68, -1.36, 1.67], [0.36, -0.60, -0.85], [-0.58, -0.04, 1.37], [-0.09, 0.39, 0.08], [-0.36, 1.69, -0.31], [-1.73, 2.65, 0.69], [0.35, 2.66, -1.23], [-2.01, 4.00, 0.25], [-3.07, 4.58, 0.89], [-0.89, 4.86, 0.47], [-2.24, 4.13, -1.05], [-2.97, 1.55, 0.99], [2.16, 2.44, -1.26], [-0.21, -3.35, 1.03], [0.58, -2.59, -1.21], [-1.16, -1.61, 2.60], [0.49, -0.35, -1.79], [-1.03, 0.67, 1.87], [0.02, 2.54, -2.31], [0.21, 3.60, -0.90]],
  "lowdin_charge": [-0.0847, -0.0810, -0.0602, 0.0075, -0.0764, -0.2315, -0.0540, -0.3954, -0.5090, -0.6624, 0.1119, 0.0539, 0.1467, 0.7993, 0.5393, 0.1203, 0.1034, 0.1136, 0.0653, -0.0062, 0.1075, -0.0080]
}


Number 1: energy -2635.7426 a.u.. Number 2: energy -5455.6496 a.u.. Number 3: energy -1605.0609 a.u..